Record 1
# C9H8BrF3N2

An isolated molecule of C9H8BrF3N2 at a distorted geometry (ωB97M-V/def2-TZVPD, the OMol25 dataset).

Geometry (Å):
C (-2.44, -0.29, 2.46)
C (-1.49, 0.58, 2.96)
C (-2.20, -1.23, 1.45)
C (-0.24, 0.52, 2.41)
C (-0.98, -1.19, 0.82)
C (0.06, -0.41, 1.30)
C (1.09, 0.11, -2.55)
C (1.07, 1.39, -3.34)
C (1.32, -0.46, 0.57)
N (1.39, -0.92, -3.20)
N (0.96, 0.25, -1.08)
F (1.92, -1.97, -2.47)
F (1.59, -1.70, 0.22)
F (0.66, 1.58, -0.76)
Br (2.82, 0.45, 1.20)
H (-3.50, -0.13, 2.95)
H (-1.80, 1.30, 3.70)
H (-3.00, -1.92, 1.09)
H (0.41, 1.29, 2.71)
H (-0.69, -2.09, 0.20)
H (1.73, 1.24, -4.18)
H (0.03, 1.37, -3.73)
H (1.29, 2.23, -2.74)

As for the strongest force on any atom: 4.42 eV Å⁻¹. Its LUMO energy is -0.406 eV. As for the SMILES: C/C(=N/F)N(F)[C@@](F)(Br)c1ccccc1. The value obtained for the total energy is -90631.047 eV. The HOMO energy is -8.79 eV. The energy relative to the best compared isomer or geometry (same formula, charge and spin) comes out at 131.8 kcal/mol.

***

Record 2
# C5H4N2O

A structure of composition C5H4N2O at a distorted geometry (ωB97M-V/def2-TZVPD, the OMol25 dataset).

Geometry (Å):
C (0.96, -0.07, -1.22)
C (-0.51, -0.33, -1.56)
C (-0.61, 0.18, -0.17)
C (0.86, 0.57, 1.50)
C (0.75, 0.65, 0.09)
H (-0.92, 0.24, -2.46)
H (-0.42, -1.57, -1.74)
H (-2.19, -0.40, 1.61)
H (1.57, 0.77, 2.43)
N (-1.20, 0.20, 1.11)
N (-0.40, 0.12, 2.09)
O (2.10, -0.36, -1.66)

As for the strongest force on any atom: 9.32 eV Å⁻¹. Its LUMO energy is 0.390 eV. The value obtained for the total energy is -10271.299 eV. The HOMO energy is -9.30 eV. The energy relative to the best compared isomer or geometry (same formula, charge and spin) comes out at 126.0 kcal/mol.